Entry 1:
This record from the Open Molecules 2025 dataset describes a 2-piece molecular cluster, C7H14O overall in a non-equilibrium geometry. The level of theory is ωB97M-V/def2-TZVPD.

```
! RIJCOSX wB97M-V def2-TZVPD def2/J DEFGRID3
* xyz 0 1
C 0.02 -1.10 2.67
C 1.17 -1.04 2.00
C 1.72 -0.38 0.79
C 2.86 -0.72 0.18
C 1.03 0.93 0.41
C -0.37 0.72 -0.16
C -0.44 0.32 -1.61
H -0.93 -0.88 2.20
H 0.04 -1.23 3.74
H 1.97 -1.45 2.64
H 3.09 -0.24 -0.77
H 3.29 -1.72 0.28
H 0.93 1.60 1.28
H 1.62 1.62 -0.20
H -0.89 1.67 0.01
H -0.95 0.09 0.51
H 0.50 0.48 -2.15
H -1.31 0.56 -2.21
H -0.39 -0.77 -1.89
O -4.48 0.63 -2.24
H -3.82 1.09 -2.72
H -4.65 -0.18 -2.76
*
```

## Properties
SMILES	C=CC(=C)CCC.O

=====

Entry 2:
This record from the Open Molecules 2025 dataset describes a 2-piece molecular cluster, C7H14O overall in a non-equilibrium geometry. The level of theory is ωB97M-V/def2-TZVPD.

```
! RIJCOSX wB97M-V def2-TZVPD def2/J DEFGRID3
* xyz 0 1
C 1.35 -0.12 1.00
C 0.14 -0.60 1.27
C -0.50 -0.59 2.61
C -0.82 -0.77 0.13
C -0.81 -1.92 -0.54
C -1.40 0.52 -0.40
C -0.96 0.93 -1.81
H 1.71 0.07 0.00
H 2.16 -0.21 1.72
H -0.10 0.20 3.25
H -1.57 -0.36 2.61
H -0.55 -1.55 3.12
H -1.38 -2.02 -1.46
H -0.34 -2.83 -0.23
H -0.93 1.31 0.20
H -2.47 0.73 -0.26
H -1.53 1.74 -2.26
H -0.71 0.08 -2.45
H -0.02 1.49 -1.75
O 3.19 1.60 -1.56
H 3.14 0.85 -2.17
H 2.39 1.45 -1.04
*
```

## Properties
SMILES	C=C(C)C(=C)CC.O

=====

Entry 3:
This record from the Open Molecules 2025 dataset describes a 2-piece molecular cluster, C7H14O2 overall in a non-equilibrium geometry. The level of theory is ωB97M-V/def2-TZVPD.

```
! RIJCOSX wB97M-V def2-TZVPD def2/J DEFGRID3
* xyz 0 1
C -1.20 0.56 1.05
C -0.58 0.45 -0.32
O -0.85 1.20 -1.22
C -0.17 -1.20 -0.77
C 0.51 -1.92 0.32
C -1.50 -1.79 -1.21
H -2.03 -0.14 1.15
H -1.58 1.57 1.21
H -0.46 0.32 1.81
H 0.48 -1.03 -1.63
H -0.16 -2.27 1.10
H 1.14 -2.73 -0.05
H 1.27 -1.19 0.78
H -1.32 -2.76 -1.67
H -2.16 -1.94 -0.36
H -2.00 -1.15 -1.93
C 1.29 2.59 0.38
C 1.65 1.17 0.07
O 1.97 0.37 0.96
H 0.55 2.95 -0.34
H 0.91 2.70 1.39
H 2.19 3.21 0.26
H 2.03 1.02 -0.96
*
```

## Properties
SMILES	CC(=O)C(C)C.CC=O

=====

Entry 4:
This record from the Open Molecules 2025 dataset describes a 2-piece molecular cluster, C7H14O2 overall in a non-equilibrium geometry. The level of theory is ωB97M-V/def2-TZVPD.

```
! RIJCOSX wB97M-V def2-TZVPD def2/J DEFGRID3
* xyz 0 1
C 0.50 1.43 2.54
C -0.39 0.90 1.48
C -0.39 1.29 0.21
C -1.14 0.65 -0.93
C -1.64 -0.79 -0.68
C -0.51 -1.79 -0.91
C 0.62 -1.69 0.11
O 1.76 -1.48 -0.23
H 0.68 2.50 2.36
H 0.06 1.35 3.53
H 1.52 1.05 2.49
H -1.08 0.12 1.80
H 0.19 2.16 -0.09
H -1.98 1.34 -1.07
H -0.61 0.63 -1.88
H -1.96 -0.92 0.35
H -2.40 -1.03 -1.43
H -0.06 -1.67 -1.90
H -0.87 -2.83 -0.85
H 0.46 -1.85 1.19
O 2.21 0.45 -2.26
H 1.85 -0.20 -1.61
H 3.16 0.39 -2.25
*
```

## Properties
SMILES	C/C=C/CCCC=O.O

=====

Summary of highest occupied orbital energy in Eh
-0.3279, -0.3463, -0.3309, -0.3372
(order as listed above)
Summary of energy relative to the best compared isomer or geometry (same formula, charge and spin) in kJ/mol
255.0, 236.8, 202.0, 125.6
(order as listed above)
Summary of energy in Eh
-350.262339, -350.269271, -425.528317, -425.557406
(order as listed above)